Record 1
# C7H16S2Si

A 2-piece molecular cluster, C7H16S2Si overall (ωB97M-V with the def2-TZVPD basis set, the OMol25 dataset).

Atoms and positions in Å:
C (0.5940, 1.9639, 1.4401)
C (0.4942, 2.2153, 0.0809)
C (0.2143, 1.3137, -2.8932)
C (2.6464, -0.0389, -1.2409)
C (-0.3909, -3.5673, 1.6993)
C (-2.4787, 0.7683, 0.9536)
C (-0.5554, -1.0925, 0.3654)
Si (1.1522, 1.1491, -1.2268)
S (0.6292, -2.3384, 0.8035)
S (-1.0417, -0.0102, 1.6865)
H (0.1778, 2.7271, 2.0322)
H (1.3441, 1.4133, 1.8978)
H (-0.2320, 3.0062, -0.3115)
H (-0.7502, 0.7844, -2.5390)
H (0.1423, 2.3779, -3.3493)
H (0.6231, 0.6106, -3.5960)
H (2.3371, -0.9557, -1.8862)
H (3.5516, 0.4830, -1.5514)
H (2.8525, -0.5934, -0.3357)
H (-1.2414, -3.0573, 2.0492)
H (0.1523, -3.8822, 2.6891)
H (-0.5064, -4.3688, 0.9974)
H (-2.9483, 1.5411, 1.5650)
H (-3.3042, -0.0071, 0.7489)
H (-2.0430, 1.2529, -0.0368)
H (-1.4190, -1.6949, -0.0421)

Calculated values
frontier orbital gap (spin up / spin down)	6.67 / 6.67	eV
net charge	0
energy above the lowest of the compared OMol25 structures with the same formula, charge and spin	531.0	kJ/mol
DFT total energy	-37062.1291	eV



Record 2
# C12H14KN5O8

C12H14KN5O8 as an isolated structure (ωB97M-V with the def2-TZVPD basis set, the OMol25 dataset).

Atoms and positions in Å:
K (2.2024, 0.4709, 0.7224)
C (-1.0310, 2.5286, 1.7608)
N (-1.5158, 1.3630, 2.4733)
C (-2.9215, 1.4210, 2.8473)
C (-3.4362, 0.0429, 3.1943)
C (-2.5330, -0.5653, 4.2426)
N (-1.1503, -0.5289, 3.7974)
C (-0.2443, -1.4504, 4.4575)
C (-0.6435, 0.4497, 2.9942)
O (0.5676, 0.4872, 2.7282)
H (-1.6124, 2.6706, 0.8486)
H (0.0116, 2.4281, 1.4848)
H (-1.1336, 3.4277, 2.3760)
H (-3.4718, 1.8358, 2.0014)
H (-3.0608, 2.1070, 3.6923)
H (-3.4388, -0.5854, 2.3013)
H (-4.4581, 0.1072, 3.5672)
H (-2.7965, -1.6090, 4.4199)
H (-2.6417, -0.0366, 5.1979)
H (-0.6128, -2.4707, 4.3412)
H (-0.1699, -1.2270, 5.5256)
H (0.7404, -1.3724, 4.0133)
O (0.9150, 1.2454, -6.8067)
N (1.0662, 0.0732, -6.5063)
O (0.8803, -0.8596, -7.2663)
C (1.4874, -0.2290, -5.1518)
C (1.6625, -1.5528, -4.7603)
C (2.0353, -1.8153, -3.4762)
C (2.2818, -0.8296, -2.4724)
O (2.5890, -1.0876, -1.2807)
C (2.1051, 0.4920, -2.9894)
C (1.6958, 0.8070, -4.2572)
N (2.2945, 1.5641, -2.0067)
O (3.4198, 1.9361, -1.7547)
O (1.2989, 1.9895, -1.4264)
N (2.1641, -3.2158, -3.0415)
O (3.1510, -3.8255, -3.3970)
O (1.2697, -3.6627, -2.3541)
H (1.4930, -2.3531, -5.4677)
H (1.5405, 1.8297, -4.5719)

Calculated values
frontier orbital gap	7.84	eV
net charge	0
energy above the lowest of the compared OMol25 structures with the same formula, charge and spin	24.0	kJ/mol
DFT total energy	-52820.5145	eV



Record 3
# C11H14AlN6O8

C11H14AlN6O8 as an isolated structure (ωB97M-V with the def2-TZVPD basis set, the OMol25 dataset).

Atoms and positions in Å:
Al (-0.8481, -1.3338, 0.1352)
N (0.4687, -2.3429, -0.9179)
C (1.9412, -2.0902, -0.6939)
C (2.4997, -2.8095, 0.5153)
C (2.0352, -2.3207, 1.8877)
C (0.6565, -2.7918, 2.3412)
N (-0.4383, -1.8298, 1.9879)
H (0.2973, -3.3454, -0.9394)
H (0.2748, -2.0156, -1.8675)
H (2.0633, -1.0101, -0.6237)
H (2.4701, -2.4125, -1.5879)
H (3.5832, -2.6942, 0.4614)
H (2.3217, -3.8875, 0.4275)
H (2.0934, -1.2276, 1.9423)
H (2.7535, -2.6770, 2.6271)
H (0.6412, -2.9245, 3.4200)
H (0.4010, -3.7558, 1.8998)
H (-0.3380, -0.9783, 2.5374)
H (-1.3258, -2.2218, 2.3130)
O (-4.5258, -2.6317, -1.1235)
C (-3.4969, -2.3389, -0.6572)
N (-2.4330, -2.0399, -0.1716)
O (-1.5111, 6.2543, -0.0781)
N (-0.8886, 5.6974, -0.9615)
O (-0.3611, 6.2303, -1.9178)
C (-0.7498, 4.2260, -0.8577)
C (-0.0626, 3.5468, -1.8444)
C (0.0943, 2.1822, -1.7242)
C (-0.4669, 1.4490, -0.6547)
O (-0.3688, 0.1556, -0.5723)
C (-1.1721, 2.2060, 0.2973)
C (-1.3158, 3.5793, 0.2147)
N (-1.7753, 1.5208, 1.4389)
O (-1.7363, 0.2794, 1.4501)
O (-2.2894, 2.1727, 2.3138)
N (0.8273, 1.5013, -2.8157)
O (1.4334, 0.4669, -2.5614)
O (0.7538, 2.0037, -3.9151)
H (0.3542, 4.0762, -2.6874)
H (-1.8601, 4.1317, 0.9623)

Calculated values
frontier orbital gap	8.66	eV
net charge	+1
DFT total energy	-43543.0536	eV



Record 4
# C37H37CrGeN2O2S2

C37H37CrGeN2O2S2 as an isolated structure (ωB97M-V with the def2-TZVPD basis set, the OMol25 dataset).

Atoms and positions in Å:
Cr (-2.1514, 1.4939, 0.2404)
C (-3.2225, 4.3206, -0.5376)
N (-2.5990, 3.2031, -1.2915)
C (-3.6883, 2.7088, -2.1601)
C (-4.7483, 1.8380, -1.4033)
N (-4.0640, 0.5784, -0.7512)
C (-3.8258, -0.4611, -1.8728)
C (-4.8481, 0.0135, 0.3267)
C (-5.8440, -0.9107, -0.0127)
C (-6.6557, -1.4655, 0.9909)
C (-6.3910, -1.0831, 2.3127)
C (-5.5178, -0.0650, 2.6528)
C (-4.6721, 0.4773, 1.6509)
S (-3.5236, 1.7423, 2.1470)
C (-1.3781, 3.6240, -1.9824)
C (-1.4706, 4.8070, -2.7216)
C (-0.3131, 5.4384, -3.2070)
C (0.9175, 4.7664, -3.0722)
C (0.9433, 3.5695, -2.4040)
C (-0.1836, 2.9381, -1.8554)
S (-0.1796, 1.3906, -1.1380)
H (-3.3109, 5.2250, -1.0974)
H (-2.5313, 4.5991, 0.3156)
H (-4.2370, 4.0408, -0.1637)
H (-3.2625, 2.1469, -2.9697)
H (-4.2541, 3.5104, -2.6820)
H (-5.4766, 1.5564, -2.1569)
H (-5.2699, 2.3617, -0.6098)
H (-4.7134, -0.6773, -2.4817)
H (-3.3757, -1.2883, -1.3409)
H (-3.0756, 0.0802, -2.4561)
H (-5.9867, -1.1978, -1.0198)
H (-7.4244, -2.2118, 0.8111)
H (-6.8648, -1.6191, 3.1097)
H (-5.5063, 0.3274, 3.6895)
H (-2.4702, 5.2141, -2.8999)
H (-0.2672, 6.4869, -3.5804)
H (1.7889, 5.2481, -3.5951)
H (1.8633, 3.0318, -2.2258)
O (-1.2161, -1.9858, 0.0138)
C (-0.9703, -1.3145, 1.0417)
O (-1.2364, -0.0604, 1.2140)
C (-0.2816, -1.9856, 2.2787)
C (1.1066, -1.3467, 2.6659)
Ge (2.6141, -1.7274, 1.4248)
C (3.7227, -0.0433, 1.3865)
C (5.1286, 0.0418, 1.5169)
C (5.7531, 1.2902, 1.5280)
C (5.0409, 2.4214, 1.1331)
C (3.6650, 2.3548, 0.9857)
C (2.9673, 1.1444, 1.1503)
C (3.6491, -3.2654, 1.9530)
C (4.7083, -3.2049, 2.9492)
C (5.5827, -4.2300, 3.0912)
C (5.2749, -5.4719, 2.4985)
C (4.1766, -5.6123, 1.6646)
C (3.4128, -4.4895, 1.3321)
C (2.3504, -1.9336, -0.5738)
C (3.2176, -1.2721, -1.5059)
C (3.2081, -1.6242, -2.8307)
C (2.4287, -2.6567, -3.3047)
C (1.5564, -3.2707, -2.3908)
C (1.5039, -2.9000, -1.0809)
H (-0.2692, -3.0542, 2.0049)
H (-0.8977, -1.9872, 3.1730)
H (1.5049, -1.7151, 3.5859)
H (1.0697, -0.2930, 2.8354)
H (5.7415, -0.8856, 1.6328)
H (6.8051, 1.3228, 1.8121)
H (5.5544, 3.3709, 1.0986)
H (3.1332, 3.2429, 0.6722)
H (1.8771, 1.1603, 1.1623)
H (4.7698, -2.3365, 3.6464)
H (6.5629, -4.0251, 3.5517)
H (5.9440, -6.3015, 2.5980)
H (4.0419, -6.5690, 1.0753)
H (2.5545, -4.5539, 0.6279)
H (3.9122, -0.5331, -1.1727)
H (3.9351, -1.1401, -3.4699)
H (2.5366, -2.9732, -4.3512)
H (0.7956, -3.8988, -2.7852)
H (0.8553, -3.4466, -0.3972)

Calculated values
<S²>	6.02
frontier orbital gap (spin up / spin down)	6.63 / 7.16	eV
net charge	-1
DFT total energy	-152654.8003	eV
2S+1	5